1.
Molecular formula: C24H46O20P2
Method: DFT, ωB97M-V with the def2-TZVPD basis set

Last column: Löwdin charge in e.
Positions of all 92 atoms, in Å:
C1 -0.4645 -2.3249 -2.3857  -0.14
C2 0.5473 -2.6291 -1.2708  -0.12
O1 0.5974 -1.4534 -0.4946  0.04
C3 -0.2675 -0.5878 -0.9938  -0.46
O2 -0.5685 0.5014 -0.4723  0.00
O3 -1.0068 -1.0849 -2.0066  0.05
H1 -1.1199 -3.1865 -2.5127  0.10
H2 0.0996 -2.1594 -3.3036  0.14
H3 1.4813 -3.1713 -1.4182  0.07
H4 0.0452 -3.3602 -0.6371  0.15
C4 2.4519 -1.3568 -2.7298  -0.13
C5 2.6565 -1.1696 -4.2285  -0.11
O4 2.0678 0.0830 -4.3368  0.07
C6 1.5377 0.5829 -3.1260  -0.39
O5 0.9339 1.6463 -2.9423  0.11
O6 1.8655 -0.2089 -2.1826  0.10
H5 3.3732 -1.7287 -2.2816  0.15
H6 1.7475 -2.1830 -2.6325  0.05
H7 2.1634 -1.9907 -4.7489  0.13
H8 3.7279 -1.0826 -4.4087  0.14
C7 0.5546 -6.7014 -1.9159  -0.11
C8 0.1498 -6.0762 -3.3019  -0.08
O7 1.0190 -4.9491 -3.3851  0.08
C9 1.7808 -4.7528 -2.3197  -0.45
O8 2.5725 -3.8195 -2.2936  0.09
O9 1.5207 -5.8211 -1.3842  0.05
H9 1.2081 -7.4995 -2.2680  0.13
H10 -0.3269 -6.9531 -1.3262  0.14
H11 -0.8759 -5.7100 -3.2584  0.12
H12 0.2751 -6.9818 -3.8954  0.13
C10 -2.8792 -2.2731 -2.2463  -0.19
C11 -4.1168 -3.0092 -2.5393  -0.11
O10 -4.8008 -2.8784 -1.3230  0.09
C12 -4.1473 -2.0256 -0.4809  -0.45
O11 -4.5556 -1.7591 0.6327  0.13
O12 -3.0784 -1.4899 -1.1104  0.09
H13 -2.7068 -1.5512 -3.0446  0.17
H14 -2.0773 -2.8813 -1.8277  0.10
H15 -3.9515 -4.0306 -2.8820  0.14
H16 -4.7698 -2.5409 -3.2758  0.14
C13 2.7602 -0.6836 0.9868  -0.03
C14 1.7347 0.3852 0.6945  -0.25
O13 0.5318 0.1072 1.3962  -0.19
P1 -0.0955 0.9928 2.5752  0.57
O14 0.7517 2.0656 3.1863  -0.27
O15 -0.7393 -0.1006 3.6387  -0.21
C15 0.0134 -1.1983 4.1468  -0.29
C16 -0.8332 -1.7493 5.3056  -0.08
O16 -1.4928 1.5865 2.0033  -0.23
C17 -2.3547 0.7153 1.1239  -0.15
C18 -2.8154 -0.7036 1.8391  -0.04
H17 2.4086 -1.5600 0.4423  0.06
H18 3.7247 -0.3635 0.5928  0.08
H19 2.9489 -1.0257 2.0044  0.08
H20 2.1334 1.3476 1.0153  0.12
H21 1.6258 0.4586 -0.3876  0.09
H22 0.1088 -2.0302 3.4491  0.10
H23 1.0382 -1.1031 4.5058  0.11
H24 -0.5246 -2.7466 5.6192  0.06
H25 -0.7333 -1.1651 6.2204  0.07
H26 -1.8587 -1.9622 5.0038  0.07
H27 -3.2987 1.2585 1.0780  0.11
H28 -2.1299 0.6363 0.0603  0.08
H29 -3.4645 -0.9121 0.9887  -0.03
H30 -1.9889 -1.4109 1.7698  0.07
H31 -3.2706 -0.3772 2.7742  0.09
C19 -2.0864 4.2209 1.7476  -0.08
C20 -1.4643 5.5953 1.3860  -0.18
O17 -0.0087 5.4912 1.2529  -0.21
P2 0.9603 4.3176 1.6602  0.50
O18 0.7340 3.8230 3.0468  -0.28
O19 0.8664 3.0539 0.6654  -0.20
C21 1.1665 3.1874 -0.7082  -0.25
C22 0.1725 2.4535 -1.4902  -0.15
O20 2.4603 4.9370 1.4806  -0.16
C23 2.9281 5.6760 2.5366  -0.31
C24 2.0670 6.8362 3.1222  -0.07
H32 -1.7444 3.3948 1.1241  0.05
H33 -1.8076 3.9826 2.7741  0.08
H34 -3.1566 4.4195 1.6894  0.08
H35 -1.5725 5.7266 0.3093  0.11
H36 -1.8839 6.4215 1.9600  0.12
H37 1.2332 4.2331 -1.0083  0.13
H38 2.1537 2.7616 -0.8877  0.12
H39 -0.7318 3.0616 -1.5127  0.11
H40 0.3814 2.5673 -2.5539  -0.02
H41 0.1244 1.3915 -1.2493  0.02
H42 3.0480 5.0189 3.3980  0.11
H43 3.8687 6.0652 2.1468  0.12
H44 2.4110 7.3672 4.0097  0.07
H45 1.9898 7.6325 2.3819  0.07
H46 1.0475 6.4706 3.2445  0.05

Output
Energy relative to the best compared isomer or geometry (same formula, charge and spin) = 521.9 kcal per mole
HOMO level = -0.21611 Ha
Energy = -85143.8047 eV
Molecular weight = 716.56 g/mol
LUMO = -0.7 eV



2.
Molecular formula: C3H7NO
Method: DFT, ωB97M-V with the def2-TZVPD basis set

Last column: Löwdin spin population.
Positions of all 12 atoms, in Å:
C1 0.3762 -0.7755 0.2820  0.09
C2 1.3758 0.1546 0.3802  0.22
C3 0.1107 -0.3365 -1.9138  0.39
N1 -0.4612 -0.6521 -0.8016  0.16
H1 0.1963 -1.6261 0.9393  0.01
H2 1.2879 1.1802 0.0430  0.02
H3 2.3934 -0.0499 0.7899  0.02
H4 -0.3220 0.2098 -2.7746  0.06
H5 1.2495 -0.1812 -1.9062  0.03
H6 -1.9716 1.3719 1.9904  0.00
H7 -2.1120 0.2647 0.9946  0.00
O1 -2.1232 0.4400 1.9770  0.00

Output
Energy relative to the best compared isomer or geometry (same formula, charge and spin) = 37.2 kcal per mole
HOMO level (spin up / spin down) = 0.00409 / -0.10470 Ha
Energy = -6759.2260 eV
Net charge = -1
Spin multiplicity = 2
Molecular weight = 73.10 g/mol
LUMO (spin up / spin down) = 4.4 / 4.3 eV



3.
Molecular formula: C21H38I2InN2O3S
Method: DFT, ωB97M-V with the def2-TZVPD basis set

Last column: natural (NBO) charge in e.
Positions of all 68 atoms, in Å:
In1 -1.9030 -0.2554 -0.9332  0.84
C1 -4.7033 1.3283 -2.6591  -0.26
O1 -3.3874 1.5235 -2.1149  -0.62
C2 -2.5230 2.3039 -2.9354  -0.09
C3 -1.9159 1.4846 -4.0468  -0.10
O2 -1.2098 0.4195 -3.4126  -0.62
C4 -0.7654 -0.6119 -4.2923  -0.10
C5 -0.3707 -1.7671 -3.4074  -0.09
O3 -1.4682 -2.2083 -2.6144  -0.62
C6 -2.3744 -3.0851 -3.3003  -0.26
H1 -5.1584 2.2929 -2.8846  0.21
H2 -5.2903 0.8227 -1.8970  0.21
H3 -4.6758 0.7155 -3.5612  0.19
H4 -1.7168 2.6451 -2.2781  0.18
H5 -3.0438 3.1766 -3.3352  0.22
H6 -1.2365 2.1069 -4.6360  0.21
H7 -2.6794 1.0765 -4.7150  0.20
H8 0.0906 -0.2806 -4.8861  0.21
H9 -1.5752 -0.8873 -4.9735  0.20
H10 0.3887 -1.4211 -2.6996  0.19
H11 0.0475 -2.5882 -3.9936  0.22
H12 -1.8421 -3.9736 -3.6414  0.20
H13 -2.8422 -2.5921 -4.1536  0.19
H14 -3.1411 -3.3729 -2.5862  0.21
C7 2.6679 0.4529 2.2227  -0.46
C8 1.5266 1.1244 1.7963  0.05
C9 1.6254 2.1093 0.7167  0.14
C10 2.8728 2.2326 -0.0973  -0.68
C11 0.5904 2.9914 0.5263  -0.07
C12 0.7523 4.1049 -0.4748  -0.65
C13 -0.6013 2.8405 1.3062  0.30
C14 -1.6767 3.8576 1.2601  -0.70
C15 -0.8083 1.6996 2.1593  -0.05
C16 -2.1325 1.4973 2.8429  -0.66
C17 0.2419 0.8697 2.4371  0.10
C18 0.0802 -0.2301 3.4409  -0.66
H15 2.6687 -0.7982 1.6927  0.20
H16 2.6978 0.1763 3.2750  0.28
H17 3.6162 0.8430 1.8665  0.27
H18 3.4590 3.0965 0.2329  0.27
H19 2.6255 2.4157 -1.1419  0.26
H20 3.5101 1.3547 -0.0578  0.23
H21 1.5920 4.7471 -0.2017  0.26
H22 -0.1236 4.7338 -0.5725  0.24
H23 0.9748 3.7015 -1.4640  0.24
H24 -2.5060 3.4884 0.6404  0.28
H25 -1.3558 4.8109 0.8598  0.26
H26 -2.0926 4.0168 2.2557  0.27
H27 -2.1091 1.9108 3.8557  0.26
H28 -2.3718 0.4399 2.9397  0.24
H29 -2.9535 1.9739 2.3154  0.24
H30 -0.2275 0.1833 4.4044  0.27
H31 0.9784 -0.8172 3.5965  0.22
H32 -0.7114 -0.9149 3.1283  0.25
S1 2.3799 -2.2461 1.0399  0.07
C19 3.4597 -3.3311 1.8823  0.35
N1 3.0480 -4.2946 2.6798  -0.51
C20 4.1717 -5.0831 3.2203  -0.24
C21 5.3990 -4.3806 2.5913  -0.24
N2 4.7726 -3.3133 1.7884  -0.52
H33 2.0780 -4.4876 2.8713  0.45
H34 4.0851 -6.1246 2.9199  0.25
H35 4.1724 -5.0306 4.3067  0.24
H36 5.9732 -5.0435 1.9478  0.25
H37 6.0675 -3.9549 3.3359  0.24
H38 5.2842 -2.6940 1.1807  0.45
I1 -4.0157 -2.3000 2.1313  -0.08
I2 -6.3895 -3.4807 2.3006  0.13

Output
Energy relative to the best compared isomer or geometry (same formula, charge and spin) = 78.5 kcal per mole
HOMO level = -0.55831 Ha
Energy = -63699.7722 eV
Net charge = +3
Molecular weight = 767.24 g/mol
LUMO = -11.5 eV



4.
Molecular formula: C11H23N5O3
Method: DFT, ωB97M-V with the def2-TZVPD basis set

Last column: natural (NBO) charge in e.
Positions of all 42 atoms, in Å:
C1 0.9368 -1.4432 -0.0576  -0.14
C2 0.1698 -0.8326 1.1617  0.71
C3 2.4191 -0.9757 -0.0949  -0.23
C4 3.2165 -1.5867 1.0633  -0.61
C5 3.1362 -1.4145 -1.3767  -0.63
C6 -2.3783 -1.0649 0.9875  -0.15
C7 -2.9700 -1.8338 -0.2644  0.79
C8 -2.6080 0.4433 0.9079  -0.44
C9 -2.4623 1.0702 -0.4929  -0.43
C10 -2.1158 2.5096 -0.4856  -0.21
C11 0.3397 2.4823 -0.3400  0.60
H1 0.6531 -1.4913 -2.0930  0.38
H2 0.1755 -0.0877 -1.4428  0.42
H3 0.8558 -2.5409 0.0347  0.22
H4 2.4837 0.1387 -0.0186  0.21
H5 2.8177 -1.3216 2.0487  0.22
H6 3.1630 -2.6795 0.9597  0.20
H7 4.2692 -1.2434 1.1507  0.21
H8 3.1547 -2.4971 -1.5660  0.21
H9 4.2133 -1.1876 -1.3264  0.22
H10 2.7772 -0.8147 -2.2258  0.21
H11 -1.1028 -1.2236 2.5155  0.40
H12 -3.0210 -1.4407 1.8071  0.24
H13 -3.6119 0.6961 1.2670  0.22
H14 -1.9950 0.9778 1.6353  0.23
H15 -1.6708 0.5607 -1.0981  0.22
H16 -3.4192 1.0190 -1.0612  0.23
H17 -2.0836 2.9644 -1.4919  0.21
H18 -2.8628 3.0608 0.1110  0.19
H19 -0.8923 3.5857 0.7821  0.40
H20 1.5799 1.8452 -1.5833  0.34
H21 1.1801 2.7868 1.4983  0.40
H22 2.2485 2.5733 0.1839  0.37
H23 -1.1820 -1.9273 -0.9073  0.50
N1 0.1888 -1.0947 -1.2790  -0.86
N2 -1.0128 -1.3975 1.4919  -0.67
N3 -0.8517 2.7643 0.2012  -0.62
N4 0.5441 1.8975 -1.4375  -0.83
N5 1.3472 2.9016 0.5055  -0.84
O1 0.6275 0.0521 1.8630  -0.59
O2 -4.1903 -1.8735 -0.4224  -0.60
O3 -2.0667 -2.3569 -1.1106  -0.69

Output
SMILES = [H]/N=C(\N)NCCC[C@H](NC(=O)[C@@H](N)C(C)C)C(=O)O
Energy relative to the best compared isomer or geometry (same formula, charge and spin) = 18.4 kcal per mole
HOMO level = -0.34353 Ha
Energy = -25373.7233 eV
Molecular weight = 273.34 g/mol
LUMO = 0.6 eV



5.
Molecular formula: C18H27NO3
Method: DFT, ωB97M-V with the def2-TZVPD basis set

Last column: natural (NBO) charge in e.
Positions of all 49 atoms, in Å:
C1 6.6558 2.2765 0.5233  -0.43
C2 6.1229 1.2724 -0.1538  -0.18
C3 4.9226 1.5344 -1.0547  -0.40
C4 3.6571 0.6621 -0.4546  -0.01
C5 2.7647 1.1351 0.3039  -0.24
C6 1.6419 0.5213 1.0943  -0.28
C7 1.4205 -0.8587 0.9271  0.25
C8 2.3572 -1.3507 -0.2726  0.42
C9 3.3559 -0.6270 -0.8225  -0.42
H1 4.1214 -1.1757 -1.4318  0.21
O1 2.0526 -2.4908 -0.3729  -0.48
C10 2.8477 -3.2918 -1.3747  -0.31
H2 2.5862 -4.5871 -1.4188  0.22
H3 4.0082 -3.3217 -0.8772  0.20
H4 2.9175 -2.9765 -2.4092  0.20
O2 0.4702 -1.5698 1.4183  -0.49
C11 -0.2406 -1.2397 2.3916  -0.05
C12 -1.5826 -0.3764 1.9727  0.07
O3 -1.1616 1.1432 1.6008  -0.78
H5 -1.8987 1.3608 1.0723  0.48
C13 -2.1906 -0.9564 0.5326  -0.25
N1 -3.2255 0.0605 0.1949  -0.47
C14 -3.2501 -0.0700 -1.3435  -0.22
C15 -4.1519 1.0046 -1.7908  -0.39
C16 -5.4699 1.1278 -1.5561  -0.34
C17 -5.2171 1.0560 0.1893  -0.42
C18 -4.3986 -0.2909 0.6815  -0.23
H6 -4.2310 0.1341 1.7315  0.21
H7 -4.9796 -1.1101 0.5844  0.20
H8 -6.2356 0.9332 0.7681  0.19
H9 -4.8259 2.0954 0.4165  0.21
H10 -6.0882 1.7769 -1.8014  0.20
H11 -5.9669 0.0788 -1.5570  0.18
H12 -4.1964 0.7122 -3.0684  0.14
H13 -3.6211 1.8359 -1.7544  0.21
H14 -2.2046 0.0444 -1.8075  0.23
H15 -3.6839 -1.1447 -1.8317  0.17
H16 -1.3323 -1.0806 0.1757  0.20
H17 -2.5932 -1.8917 0.8773  0.18
H18 -2.3795 -0.2691 2.8219  0.19
H19 -0.5087 -2.0644 3.0209  0.19
H20 0.1432 -0.3705 3.2750  0.17
H21 0.9185 1.0810 1.7302  0.26
H22 2.8211 2.2159 0.7223  0.19
H23 4.8818 1.1034 -2.0921  0.21
H24 4.6751 2.4379 -1.1381  0.19
H25 6.3743 0.1504 0.0427  0.21
H26 7.5931 1.9665 1.1094  0.22
H27 6.3250 3.3936 0.2051  0.21

Output
SMILES = C=CCc1ccc(OC[C@@H](O)CN2CCCCC2)c(OC)c1
Energy relative to the best compared isomer or geometry (same formula, charge and spin) = 411.5 kcal per mole
HOMO level = -0.27313 Ha
Energy = -26720.0517 eV
Molecular weight = 305.42 g/mol
LUMO = 0.7 eV



6.
Molecular formula: CH3NO4S
Method: DFT, ωB97M-V with the def2-TZVPD basis set

Last column: natural (NBO) charge in e.
Positions of all 10 atoms, in Å:
C1 -0.7895 -0.4245 -0.9624  -0.37
N1 0.4206 1.5845 -0.9542  0.41
O1 0.9630 1.2501 0.1166  -0.45
O2 1.5965 -1.0262 1.3702  -0.84
O3 -0.4204 0.1811 2.1428  -0.86
O4 -0.3106 0.7603 -1.5655  -0.27
S1 1.0607 0.0795 2.0856  1.70
H1 -0.1498 -1.2997 -1.3019  0.21
H2 -1.8204 -0.7339 -1.1708  0.22
H3 -0.5502 -0.3712 0.2396  0.25

Output
Energy relative to the best compared isomer or geometry (same formula, charge and spin) = 52.5 kcal per mole
HOMO level = -0.39974 Ha
Energy = -21596.3405 eV
Molecular weight = 125.11 g/mol
LUMO = -0.8 eV